Record 1
Formula: C3H7N
Source: the Open Molecules 2025 dataset
Level of theory: ωB97M-V/def2-TZVPD

Results
Relative energy (zero: lowest compared OMol25 entry of this formula, charge and spin), kcal/mol: 25.4
M, Da: 57.1
E_HOMO, hartree: -0.3412

The geometry in XYZ format:
```
11
Properties=species:S:1:pos:R:3:forces:R:3:mulliken_charge:R:1
C -0.020 -0.239 1.896 -0.633 0.853 -2.151 -0.76
C -0.531 -0.226 0.633 5.346 1.845 2.825 -0.26
C 0.212 0.370 -0.524 0.551 0.206 0.062 -0.32
N 0.083 -0.484 -1.673 -1.413 0.221 -2.492 -0.62
H -0.647 -0.260 2.734 -1.125 -1.045 1.083 0.26
H 0.968 0.066 2.200 0.411 0.194 -0.656 0.26
H -1.441 -0.562 0.408 -3.772 -1.136 -0.599 0.41
H -0.209 1.352 -0.748 -0.319 0.132 0.191 0.24
H 1.265 0.620 -0.361 -0.042 -0.402 0.597 0.33
H 0.917 -0.614 -2.234 0.102 0.120 0.380 0.23
H -0.597 -0.022 -2.330 0.895 -0.988 0.759 0.23
```
Positions in Å, forces in eV/Å.


Record 2
Formula: C11H26ClI2N2P2Y
Source: the Open Molecules 2025 dataset
Level of theory: ωB97M-V/def2-TZVPD

Results
M, Da: 626.5
E_HOMO (spin up / spin down), hartree: -0.5482 / -0.5481
Charge: +2

The geometry in XYZ format:
```
45
Properties=species:S:1:pos:R:3:forces:R:3:mulliken_charge:R:1
I 0.363 -2.305 2.195 0.008 -0.074 0.089 0.24
I -1.320 0.961 -2.785 -0.084 0.091 -0.191 0.22
Y -0.405 -0.649 -0.330 0.392 -0.181 -0.252 0.44
P 1.328 -2.132 -1.817 1.034 0.426 -0.034 0.93
C 2.819 -1.125 -1.629 0.083 0.107 -0.124 -1.05
C 1.790 -3.762 -1.223 -0.428 -0.436 -0.028 -1.18
H 2.506 -4.250 -1.887 -0.043 0.018 0.101 0.42
H 1.774 -2.747 -4.131 -0.071 0.087 0.036 0.42
H 0.870 -4.343 -1.161 0.078 -0.242 -0.133 0.35
H 0.035 -2.636 -3.725 0.069 -0.195 -0.149 0.36
H 3.028 -1.010 -0.564 0.070 -0.118 0.032 0.36
H 2.185 -3.704 -0.207 0.153 0.125 -0.157 0.33
C 1.015 -2.176 -3.591 -0.414 -0.317 -0.176 -1.20
H 3.726 -1.460 -2.133 -0.063 -0.165 -0.055 0.45
H 0.932 -1.168 -4.005 0.252 -0.038 0.131 0.32
H 2.561 -0.137 -2.008 0.112 -0.030 -0.104 0.14
P -2.981 -0.517 0.688 -0.737 0.576 0.716 1.12
C -2.989 0.992 1.715 0.070 0.238 0.106 -1.39
C -4.323 -0.273 -0.504 0.048 -0.193 -0.420 -1.18
H -3.416 -2.780 1.282 -0.163 -0.052 -0.087 0.36
H -4.565 -1.728 2.136 0.119 0.146 -0.072 0.42
H -2.872 -1.897 2.676 -0.065 0.204 0.077 0.33
C -3.529 -1.832 1.808 0.161 -0.433 -0.102 -1.22
H -4.295 -1.102 -1.211 -0.104 -0.137 0.060 0.34
H -5.313 -0.228 -0.045 0.163 0.029 0.091 0.41
H -3.933 1.274 2.182 -0.066 -0.158 -0.079 0.48
H -2.656 1.833 1.103 -0.121 0.138 -0.088 0.36
H -4.150 0.626 -1.096 -0.037 0.132 0.173 0.34
H -2.254 0.865 2.513 -0.038 -0.068 0.218 0.36
Cl -1.709 -2.725 -1.224 0.161 0.454 0.205 -0.40
C 0.523 3.925 2.877 -0.302 0.614 0.778 -1.16
C 1.035 2.992 1.849 -0.035 0.073 0.167 0.43
C 2.243 3.060 1.180 -0.220 -0.201 -0.152 -0.97
C 2.262 2.013 0.266 -1.081 -0.337 0.475 0.68
N 1.112 1.296 0.390 0.319 -1.040 -1.072 -0.34
N 0.393 1.907 1.359 -0.386 0.286 0.384 0.28
C 3.386 1.786 -0.668 0.368 0.162 -0.049 -1.33
H 1.210 3.947 3.742 -0.298 -0.093 -0.357 0.33
H 0.511 4.957 2.482 -0.019 -0.500 0.072 0.33
H -0.489 3.708 3.259 0.436 -0.097 -0.295 0.29
H 3.046 3.770 1.294 -0.211 0.142 0.169 0.41
H -0.516 1.495 1.606 0.705 0.928 0.241 0.14
H 4.070 2.612 -0.439 0.121 -0.353 -0.450 0.36
H 3.899 0.836 -0.494 -0.014 0.364 0.028 0.31
H 3.094 1.834 -1.724 0.077 0.119 0.277 0.34
```
Positions in Å, forces in eV/Å.


Record 3
Formula: C2H3NOS
Source: the Open Molecules 2025 dataset
Level of theory: ωB97M-V/def2-TZVPD

Results
Relative energy (zero: lowest compared OMol25 entry of this formula, charge and spin), kcal/mol: 13.3
M, Da: 89.1
E_HOMO, hartree: -0.3323

The geometry in XYZ format:
```
8
Properties=species:S:1:pos:R:3:forces:R:3:mulliken_charge:R:1
O 0.330 1.200 -1.493 0.332 -1.399 0.652 -0.45
C 0.546 0.060 -1.122 0.769 1.208 -1.011 0.07
N -0.084 -0.507 -0.002 -0.813 -2.034 -0.750 -0.15
C -0.376 0.281 1.081 -0.805 -1.813 -1.106 -0.10
S -1.124 -0.285 2.369 -0.419 -0.090 1.076 -0.32
H 1.391 -0.535 -1.605 -1.277 0.142 0.442 0.33
H -0.552 -1.484 -0.090 1.579 2.213 0.533 0.29
H -0.131 1.269 0.862 0.634 1.773 0.164 0.33
```
Positions in Å, forces in eV/Å.


Record 4
Formula: C23H47BrN4O7P
Source: the Open Molecules 2025 dataset
Level of theory: ωB97M-V/def2-TZVPD

Results
M, Da: 602.5
E_HOMO, hartree: -0.4173
Charge: +1

The geometry in XYZ format:
```
83
Properties=species:S:1:pos:R:3:forces:R:3:mulliken_charge:R:1
C -3.418 0.245 0.748 -0.176 1.232 -0.590 -1.01
C -2.633 0.887 -0.495 0.145 -0.767 -0.590 -0.40
C -1.164 0.227 -0.740 -2.128 -0.485 1.113 0.14
N -0.946 0.216 -2.223 2.939 1.379 -0.172 0.12
C 0.459 0.310 -2.592 2.293 -3.357 -0.660 -0.51
C 1.261 -1.046 -2.687 2.842 2.516 -1.478 0.83
C 0.599 -2.459 -2.370 0.657 0.315 -0.041 -0.66
O -0.489 -2.770 -3.305 1.595 2.959 1.023 -0.21
O -1.046 -3.955 -2.928 -0.672 -2.392 0.843 -0.40
C 2.770 -0.929 -3.118 -4.712 3.022 0.048 -0.61
P 3.931 -2.402 -3.325 2.392 -0.149 2.983 0.47
N 5.020 -2.457 -2.128 -2.030 0.703 -0.964 -0.73
C 3.243 0.567 -3.389 -1.146 -1.110 0.406 0.41
C 4.796 0.737 -3.802 -0.688 -0.298 0.684 -0.98
O 5.614 0.466 -2.626 -1.428 1.836 -0.771 -0.34
C 5.571 1.614 -1.712 0.550 0.523 0.861 -0.38
C 4.970 1.230 -0.261 1.842 0.798 0.030 -0.38
O 3.703 1.870 0.001 0.070 -2.157 -0.271 -0.40
C 2.648 0.935 0.312 -2.082 0.810 0.515 0.93
C 2.120 1.132 1.837 0.028 -0.132 -1.101 -1.07
N 2.427 1.706 -3.260 2.053 -4.292 -0.171 -1.13
N 1.166 1.507 -2.894 -3.304 -1.342 0.657 1.37
C 0.332 2.768 -2.762 -0.054 0.790 0.271 -0.70
C -0.827 2.856 -3.855 -0.655 -2.068 -2.925 0.56
O -0.883 2.221 -4.915 0.785 2.317 4.358 -0.44
Br -2.342 4.107 -3.445 1.450 -0.845 0.048 -0.12
H -3.962 -0.687 0.386 1.005 0.983 0.759 0.32
H -4.241 0.994 1.058 1.379 -1.208 -0.248 0.28
H -2.697 0.076 1.613 -1.172 -0.001 -1.013 0.30
H -2.532 2.022 -0.468 -0.218 -1.475 0.137 0.26
H -3.241 0.618 -1.441 0.979 0.631 1.400 0.29
H -0.343 0.749 -0.146 -1.004 -0.594 -1.065 -0.08
H -1.247 -0.861 -0.357 0.403 1.613 -0.474 0.21
H -1.425 -0.565 -2.692 0.616 0.358 0.210 0.48
H 1.379 -3.289 -2.500 -1.048 1.284 0.493 0.29
H 0.225 -2.421 -1.276 0.424 -0.190 -1.607 0.11
H -1.204 -3.961 -1.954 0.012 0.479 -0.648 0.37
H 4.610 -2.275 -4.578 -0.978 -0.070 0.040 0.10
H 3.245 -3.683 -3.294 -0.171 1.145 -0.868 0.16
H 4.854 -1.686 -1.460 0.426 -0.539 -0.504 0.27
H 5.062 -0.076 -4.563 -0.422 1.364 0.963 0.37
H 4.962 1.791 -4.201 -0.208 -1.471 0.361 0.41
H 6.661 1.976 -1.584 -1.702 -0.699 -0.173 0.39
H 4.982 2.494 -2.154 0.675 -1.303 0.677 0.26
H 5.715 1.650 0.518 -1.138 -0.672 -1.198 0.32
H 4.985 0.099 -0.131 -0.340 1.398 -0.227 0.25
H 2.866 -0.153 0.056 0.148 1.381 0.460 0.05
H 1.744 1.239 -0.348 1.388 -0.521 0.831 -0.55
H 1.391 0.280 2.084 1.269 1.091 -0.141 0.27
H 3.033 1.171 2.515 -1.434 -0.157 -0.652 0.35
H 1.507 2.102 1.910 1.190 -1.342 -0.073 0.30
H 1.005 3.688 -2.918 -0.864 -1.587 0.259 0.48
H -0.056 2.763 -1.690 0.175 0.267 -1.636 0.37
C 0.120 -5.832 3.323 0.230 0.036 0.044 -1.13
C -0.214 -5.033 2.075 -0.073 -0.136 0.178 -0.27
O 0.418 -3.760 2.029 -0.094 0.299 -0.180 -0.40
C 1.840 -3.759 2.027 0.010 -0.026 -0.044 -0.26
C 2.444 -4.475 0.832 -0.040 -0.243 0.018 -0.80
H -0.091 -5.247 4.222 -0.062 -0.053 -0.096 0.29
H -0.466 -6.753 3.354 0.024 0.080 -0.013 0.40
H 1.177 -6.108 3.352 -0.077 -0.075 -0.014 0.28
H -1.291 -4.844 2.059 0.124 0.202 -0.039 0.34
H 0.014 -5.606 1.170 0.078 -0.062 0.002 0.29
H 2.222 -4.170 2.966 0.028 -0.068 -0.044 0.35
H 2.147 -2.710 2.001 -0.216 -0.006 0.066 0.19
H 2.224 -5.545 0.850 0.081 0.055 0.002 0.33
H 3.529 -4.357 0.825 -0.070 0.023 -0.039 0.44
H 2.037 -4.074 -0.102 0.068 0.046 0.034 -0.02
C -4.552 5.014 3.889 -0.086 -0.102 0.181 -1.06
C -5.283 4.555 2.639 0.075 0.051 0.094 -0.31
O -5.558 3.161 2.621 0.140 -0.153 -0.204 -0.36
C -6.387 2.666 3.665 -0.128 -0.022 0.025 -0.30
C -7.776 3.278 3.679 -0.004 0.252 -0.054 -1.08
H -3.644 4.423 4.042 -0.038 0.072 -0.064 0.28
H -4.279 6.068 3.806 -0.016 -0.071 -0.014 0.39
H -5.171 4.898 4.782 0.032 0.090 -0.042 0.26
H -4.650 4.756 1.771 -0.099 -0.208 -0.022 0.31
H -6.204 5.128 2.492 -0.021 0.019 0.063 0.30
H -5.893 2.787 4.633 -0.032 0.067 0.032 0.31
H -6.481 1.589 3.499 0.165 0.101 -0.136 0.30
H -7.743 4.345 3.913 -0.037 -0.075 0.065 0.26
H -8.400 2.792 4.432 0.052 0.006 -0.053 0.39
H -8.254 3.174 2.701 0.033 -0.072 0.088 0.31
```
Positions in Å, forces in eV/Å.


Record 5
Formula: C3H7BrCuNO
Source: the Open Molecules 2025 dataset
Level of theory: ωB97M-V/def2-TZVPD

Results
Relative energy (zero: lowest compared OMol25 entry of this formula, charge and spin), kcal/mol: 47.7
M, Da: 216.5
E_HOMO, hartree: -0.3310

The geometry in XYZ format:
```
14
Properties=species:S:1:pos:R:3:forces:R:3:mulliken_charge:R:1
Cu 11.502 -13.877 29.765 1.963 -0.721 -0.722 0.58
Br 13.967 -14.890 28.830 -1.958 0.691 0.699 -0.56
C 13.216 -12.078 26.419 0.459 3.014 0.968 0.16
O 13.680 -11.058 27.019 -1.015 -3.289 -1.439 -0.64
N 12.268 -11.968 25.452 -0.207 1.057 1.900 0.13
C 11.727 -13.134 24.818 0.247 -0.304 -0.919 -0.90
C 11.768 -10.645 25.114 -0.148 0.664 -1.222 -0.93
H 13.473 -13.135 26.588 0.406 0.307 0.403 0.27
H 10.709 -12.957 24.471 0.076 0.072 0.012 0.29
H 11.722 -14.034 25.432 0.089 0.250 0.371 0.32
H 12.374 -13.354 23.969 -0.327 -0.285 -0.420 0.32
H 12.027 -9.793 25.743 0.620 -0.797 0.513 0.31
H 12.157 -10.387 24.129 0.015 0.131 -0.226 0.34
H 10.686 -10.542 25.023 -0.222 -0.788 0.082 0.32
```
Positions in Å, forces in eV/Å.


Record 6
Formula: C2H8FNP2
Source: the Open Molecules 2025 dataset
Level of theory: ωB97M-V/def2-TZVPD

Results
Relative energy (zero: lowest compared OMol25 entry of this formula, charge and spin), kcal/mol: 11.2
M, Da: 127.0
E_HOMO, hartree: -0.3197

The geometry in XYZ format:
```
14
Properties=species:S:1:pos:R:3:forces:R:3:mulliken_charge:R:1
N -0.761 1.638 -0.847 -1.627 0.309 -0.463 -0.64
P -0.314 0.817 0.585 1.557 -1.560 -0.852 0.18
P -2.101 -0.495 0.796 0.518 -1.213 -0.473 -0.19
C 0.942 -0.423 -0.395 0.998 3.578 0.620 -0.78
C 2.356 -0.193 0.209 -0.200 -0.070 0.406 -0.33
F 2.320 -0.688 1.535 0.098 0.280 -0.392 -0.29
H -1.199 0.999 -1.586 0.492 1.558 1.385 0.28
H -1.401 2.405 -0.514 0.653 -1.009 -1.216 0.29
H -1.554 -1.503 1.648 0.443 -0.389 -0.791 0.06
H -2.414 -0.083 2.043 -0.898 1.411 1.253 0.05
H 0.982 0.024 -1.423 -0.370 -0.842 0.709 0.37
H 0.634 -1.411 -0.294 -0.485 -1.783 -0.249 0.47
H 2.519 0.908 0.266 0.154 -0.731 -0.009 0.28
H 3.262 -0.692 -0.252 -1.333 0.461 0.073 0.27
```
Positions in Å, forces in eV/Å.